A single C8H12FNO4 molecule at a distorted geometry. Source: OMol25; level of theory: ωB97M-V/def2-TZVPD.

Results
HOMO level ... -9.79 eV
Kohn-Sham gap ... 10.46 eV
Charge ... 0
Lowest unoccupied orbital energy ... 0.02475 hartree

Structure (XYZ):
```
26
C8H12FNO4 (ωB97M-V/def2-TZVPD)
C -0.555 -3.457 1.797
C -0.447 -2.074 1.241
N -1.301 -1.689 0.351
C -0.984 -0.324 -0.001
C 0.150 0.035 0.986
O 0.531 -1.209 1.545
O 1.327 0.594 0.477
C 1.191 1.518 -0.619
C 0.713 2.889 -0.119
O 1.517 3.328 0.965
C 0.301 0.980 -1.800
F 1.088 0.752 -2.898
C -0.430 -0.300 -1.421
O -1.550 -0.560 -2.271
H 0.179 -4.108 1.285
H -0.371 -3.476 2.879
H -1.577 -3.881 1.559
H -1.846 0.374 0.092
H -0.288 0.639 1.763
H 2.183 1.649 -1.021
H -0.332 2.810 0.201
H 0.745 3.661 -0.936
H 1.761 2.574 1.504
H -0.401 1.765 -2.019
H 0.313 -1.081 -1.535
H -1.915 -1.411 -2.000
```

2 unconnected molecules or ions with the total composition CHClN2O3 at a distorted geometry. Source: OMol25; level of theory: ωB97M-V/def2-TZVPD.

Results
HOMO level ... -11.09 eV
Kohn-Sham gap ... 9.45 eV
Charge ... 0
Lowest unoccupied orbital energy ... -0.06018 hartree

Structure (XYZ):
```
8
CHClN2O3 (ωB97M-V/def2-TZVPD)
O -1.613 1.274 1.286
N -1.669 0.519 0.335
O -2.410 0.590 -0.622
C -0.751 -0.522 0.336
N 0.216 -1.184 0.510
O 1.128 -1.949 0.533
Cl 3.129 0.301 -1.092
H 1.970 0.972 -1.286
```

2 unconnected molecules or ions with the total composition C2H5NO2 at a distorted geometry. Source: OMol25; level of theory: ωB97M-V/def2-TZVPD.

Results
HOMO level (alpha / beta) ... 0.68 / -2.13 eV
Spin multiplicity ... 2
Kohn-Sham gap (alpha / beta) ... 1.17 / 3.98 eV
Charge ... -1
Lowest unoccupied orbital energy (alpha / beta) ... 0.06792 / 0.06792 hartree

Structure (XYZ):
```
10
C2H5NO2 (ωB97M-V/def2-TZVPD)
C 6.367 -1.125 -1.102
N 6.266 -2.411 -1.559
H 7.188 -0.840 -0.459
H 5.440 -0.587 -0.836
H -5.731 2.065 -0.297
H 5.326 -2.756 -1.343
O -5.751 2.313 0.636
C -6.261 1.369 1.409
O -6.791 0.336 1.132
H -6.052 1.637 2.419
```

2 unconnected molecules or ions with the total composition C2H7NO3 at a distorted geometry. Source: OMol25; level of theory: ωB97M-V/def2-TZVPD.

Results
HOMO level (alpha / beta) ... -9.43 / -8.99 eV
Kohn-Sham gap (alpha / beta) ... 8.73 / 7.01 eV
Charge ... 0
Lowest unoccupied orbital energy (alpha / beta) ... -0.02578 / -0.07274 hartree

Structure (XYZ):
```
13
C2H7NO3 (ωB97M-V/def2-TZVPD)
C -0.199 1.745 1.545
N -0.708 -0.370 -0.874
O -0.123 0.545 0.874
H -0.903 0.507 -1.333
H -1.429 -0.783 -0.297
H -1.153 1.888 2.075
H 0.038 2.622 0.923
H 0.593 1.700 2.316
C 0.718 -1.054 -1.008
O 0.524 -2.270 -1.687
O 1.210 -1.233 0.193
H 0.112 -2.869 -1.042
H 1.319 -0.431 -1.688
```

For reference, calculated total energy by record: -767.5932, -833.8869, -284.3468, -360.6620 Eh.
For reference, relative energy (zero: lowest compared OMol25 entry of this formula, charge and spin) by record: 0.0000, 1.2023, 2.4773, 6.8471 eV.